ORCA calculation (ωB97M-V with the def2-TZVPD basis set) on C17H31ClI2N2Si in the gas phase in a non-equilibrium geometry.

Calculated total energy = -2120.7556 hartree
Orbital gap = 0.119 hartree
2S+1 = 1

Each line ends with the natural charge from an NBO analysis.
Atoms and positions in Å:
1 C -2.2341 -0.6495 3.6912  -0.087
2 C -1.4676 -0.4536 2.7926  -0.030
3 C -0.7621 -0.0759 1.6041  0.375
4 N 0.1783 0.7965 1.7793  -0.152
5 N 0.4654 1.3222 3.0253  -0.650
6 C 0.8598 1.2247 0.5261  -0.192
7 Cl -0.1121 2.7665 0.1695  -0.080
8 Si 2.6957 1.8298 0.6401  1.647
9 C 3.1455 3.1055 -0.7050  -1.104
10 C 3.1878 2.6274 2.2818  -1.111
11 C 3.9067 0.3794 0.3592  -1.123
12 C 0.4984 0.0220 -0.3649  -0.314
13 C 0.3679 0.1516 -1.8965  -0.361
14 I 1.2506 -1.7667 -2.6436  0.134
15 C 1.1570 1.3052 -2.5743  -0.449
16 C 0.9758 1.1734 -4.1338  -0.609
17 C -0.9242 -0.4569 0.1398  -0.252
18 C -1.3916 -1.8764 -0.2612  -0.253
19 C -2.1500 -1.9043 -1.6379  -0.619
20 C -2.3116 -2.5950 0.7547  -0.401
21 C -3.6713 -1.8409 1.0229  -0.414
22 C -4.8972 -2.6369 0.4843  -0.608
23 H -2.9408 -0.7778 4.4847  0.259
24 H 0.8300 0.6367 3.6722  0.394
25 H -0.2840 1.8854 3.4027  0.392
26 H 3.6411 2.6288 -1.5600  0.246
27 H 2.2660 3.6174 -1.1208  0.246
28 H 3.7783 3.8996 -0.2826  0.243
29 H 3.6719 1.9182 2.9648  0.241
30 H 3.9385 3.4000 2.0480  0.244
31 H 2.3645 3.1594 2.7773  0.246
32 H 3.3947 -0.5743 0.1602  0.262
33 H 4.5810 0.2620 1.2199  0.242
34 H 4.5592 0.5969 -0.4991  0.251
35 H 1.1956 -0.7753 -0.0468  0.269
36 H -0.6778 0.2698 -2.2088  0.201
37 H 0.7998 2.3125 -2.3293  0.203
38 H 2.2177 1.1454 -2.3291  0.201
39 H 1.8587 0.6966 -4.5625  0.225
40 H 0.0568 0.6104 -4.3463  0.208
41 H 0.8124 2.1868 -4.5344  0.200
42 H -1.7017 0.2548 -0.2085  0.262
43 H -0.5032 -2.5187 -0.3961  0.278
44 H -3.0901 -2.4571 -1.5011  0.209
45 H -1.5936 -2.4561 -2.3995  0.252
46 H -2.4456 -0.8960 -1.9570  0.196
47 H -1.8453 -2.7903 1.7303  0.206
48 H -2.5989 -3.5555 0.3097  0.227
49 H -3.8526 -1.6707 2.0869  0.197
50 H -3.6672 -0.9047 0.4402  0.192
51 H -5.0270 -2.4922 -0.5992  0.206
52 H -5.8393 -2.3163 0.9481  0.208
53 H -4.7789 -3.7212 0.6249  0.206
54 I 2.1126 -4.0226 -1.0426  -0.761


ORCA calculation (ωB97M-V with the def2-TZVPD basis set) on C26H32N4O3 in the gas phase in a non-equilibrium geometry.

Calculated total energy = -1454.6368 hartree
Orbital gap = 0.327 hartree
2S+1 = 1
Relative energy (zero: lowest compared OMol25 entry of this formula, charge and spin) = 4.801 eV
SMILES string = COc1ccc(Cc2noc(CN3CCCN(C4Cc5ccccc5C4)CC3)n2)cc1OC

Each line ends with the natural charge from an NBO analysis.
Atoms and positions in Å:
1 C -1.6522 1.8988 -4.5788  -0.239
2 H -2.6225 2.0525 -5.0514  0.188
3 O -1.7924 2.4241 -3.2786  -0.499
4 C -0.7284 2.5146 -2.4290  0.258
5 C -0.9843 3.2545 -1.2783  -0.232
6 C -0.0371 3.4152 -0.2855  -0.222
7 C 1.2112 2.8366 -0.4307  -0.032
8 C 1.4885 2.1127 -1.5833  -0.253
9 C 0.5443 1.9316 -2.5849  0.225
10 O 0.7935 1.1901 -3.7150  -0.512
11 C 2.0870 0.6750 -3.9118  -0.249
12 H 2.8374 1.4712 -3.9415  0.180
13 H 2.0533 0.1753 -4.8792  0.200
14 H 2.3563 -0.0528 -3.1397  0.178
15 H 2.4602 1.6549 -1.6672  0.232
16 C 2.2515 2.9150 0.6590  -0.456
17 C 2.4338 1.5619 1.2434  0.329
18 N 2.0451 1.2209 2.4382  -0.162
19 O 2.3760 -0.0971 2.5589  -0.284
20 C 2.9472 -0.4578 1.4078  0.549
21 N 3.0171 0.5303 0.5668  -0.535
22 C 3.4702 -1.8393 1.1872  -0.278
23 N 2.6067 -2.7185 0.4279  -0.444
24 C 2.0425 -2.1493 -0.7769  -0.219
25 H 2.6129 -1.2475 -1.0024  0.212
26 C 0.5373 -1.8019 -0.7445  -0.241
27 N 0.0964 -1.2484 0.5224  -0.479
28 C -0.3930 -2.2798 1.4205  -0.226
29 H -1.0443 -1.8281 2.1680  0.217
30 H -0.9886 -3.0363 0.8782  0.163
31 C 0.7565 -2.9808 2.1422  -0.416
32 C 1.7751 -3.6208 1.1898  -0.213
33 H 2.4479 -4.2580 1.7767  0.195
34 H 1.2568 -4.2618 0.4724  0.195
35 H 1.2653 -2.2611 2.7840  0.206
36 H 0.3386 -3.7628 2.7800  0.207
37 C -0.7749 -0.0914 0.3741  -0.016
38 C -1.0372 0.6107 1.7222  -0.471
39 C -2.4346 0.2194 2.0910  0.065
40 C -3.0800 0.3643 3.3029  -0.239
41 C -4.3893 -0.0806 3.4217  -0.213
42 C -5.0370 -0.6598 2.3437  -0.219
43 C -4.3887 -0.8045 1.1250  -0.200
44 C -3.0869 -0.3611 1.0062  -0.039
45 C -2.1869 -0.4069 -0.1897  -0.464
46 H -2.4807 0.3603 -0.9108  0.227
47 H -2.2183 -1.3717 -0.6979  0.213
48 H -4.8954 -1.2583 0.2853  0.207
49 H -6.0552 -1.0045 2.4524  0.209
50 H -4.9063 0.0229 4.3646  0.210
51 H -2.5728 0.8119 4.1453  0.211
52 H -0.9741 1.6927 1.5881  0.228
53 H -0.3056 0.3328 2.4791  0.235
54 H -0.2452 0.5887 -0.2964  0.219
55 H -0.0372 -2.7101 -0.9907  0.169
56 H 0.3537 -1.0788 -1.5433  0.211
57 H 2.1965 -2.8650 -1.5969  0.185
58 H 4.4127 -1.7321 0.6332  0.221
59 H 3.6779 -2.2985 2.1549  0.226
60 H 3.2061 3.2448 0.2428  0.235
61 H 1.9366 3.5976 1.4469  0.239
62 H -0.2744 3.9918 0.5954  0.216
63 H -1.9651 3.6925 -1.1825  0.228
64 H -0.8841 2.4277 -5.1473  0.179
65 H -1.4193 0.8322 -4.5641  0.184


ORCA calculation (ωB97M-V with the def2-TZVPD basis set) on 7 unconnected molecules or ions with the total composition C15H48N9O7 in a non-equilibrium geometry.

Calculated total energy = -1619.1162 hartree
<S²> = 0.756
Orbital gap (alpha / beta) = 0.330 / 0.108 hartree
2S+1 = 2
Total charge = +2

Each line ends with the Mulliken spin population.
Atoms and positions in Å:
1 O 0.7075 1.1412 0.1141  -0.005
2 H 0.9836 1.1332 -0.8053  0.001
3 H -0.2380 1.2445 0.2447  0.000
4 H 0.9036 0.2873 0.5067  0.000
5 C -0.2257 0.6744 -3.4455  0.000
6 O -0.6566 1.0903 -2.4352  0.000
7 N -0.9369 0.8167 -4.5918  0.000
8 N 0.9340 0.1754 -3.6882  0.000
9 H -1.8106 1.3233 -4.6042  0.000
10 H -0.5043 0.4799 -5.4400  0.000
11 H 1.5580 0.1119 -2.8965  0.000
12 H 1.1352 -0.2558 -4.5791  0.000
13 C -2.6839 0.3443 0.1847  0.000
14 O -1.7432 0.9207 0.6591  -0.003
15 N -3.7969 -0.0195 0.7787  0.000
16 N -2.8170 0.0557 -1.0865  0.000
17 H -3.7739 -0.0272 1.7884  0.000
18 H -4.5207 -0.3971 0.1841  0.000
19 H -2.0878 0.4065 -1.6910  0.000
20 H -3.2498 -0.8067 -1.3848  0.000
21 C 3.6569 -0.3943 -1.9478  0.000
22 O 2.5872 0.1086 -1.6001  0.000
23 N 4.6551 -0.3726 -1.1499  0.000
24 N 4.0429 -1.0499 -2.9771  0.000
25 H 5.5906 -0.7189 -1.3083  0.000
26 H 4.4913 0.1133 -0.2798  0.000
27 H 4.9851 -1.4062 -2.9032  0.000
28 H 3.5363 -0.8150 -3.8187  0.000
29 C -2.0047 -5.0497 -1.0744  0.000
30 C -1.7516 -3.5708 -0.7691  0.000
31 C -0.6991 -2.7354 -1.6861  0.000
32 O 0.4133 -3.6299 -1.8518  0.000
33 C 1.1868 -3.5128 -3.0841  0.000
34 N -3.0211 -2.8957 -0.9417  0.000
35 H -2.3095 -5.2213 -2.1067  0.000
36 H -2.8543 -5.3751 -0.4741  0.000
37 H -1.1740 -5.7064 -0.8162  0.000
38 H -1.6294 -3.6318 0.3123  0.000
39 H -0.3862 -1.8195 -1.1848  0.000
40 H -1.1759 -2.3764 -2.5981  0.000
41 H 1.7605 -4.4002 -3.3514  0.000
42 H 1.8978 -2.6919 -2.9911  0.000
43 H 0.5444 -3.3655 -3.9523  0.000
44 H -3.2373 -2.8689 -1.9279  0.000
45 H -3.7938 -3.4933 -0.6852  0.000
46 C 1.9997 4.6785 2.1270  0.023
47 C 0.4740 4.8811 2.4252  0.026
48 C -0.3244 3.9285 1.5741  0.046
49 O -0.1577 4.2012 0.1799  0.164
50 C -0.7972 5.4378 -0.2893  -0.001
51 N 0.3986 4.6454 3.7876  0.591
52 H 2.0413 5.0295 1.0959  0.000
53 H 2.2624 3.6228 2.0590  -0.001
54 H 2.5328 5.2481 2.8882  0.002
55 H 0.2331 5.9277 2.2392  0.111
56 H -1.3834 3.8144 1.8059  0.006
57 H -0.0347 2.8863 1.7080  0.001
58 H -1.8715 5.2534 -0.2823  0.015
59 H -0.5276 5.6240 -1.3289  0.000
60 H -0.7220 6.3099 0.3602  0.021
61 H 0.9445 5.1740 4.4529  0.008
62 H -0.5388 4.9987 3.9158  -0.011
63 C 1.0008 0.4907 3.4480  0.001
64 C 0.7466 -0.8570 2.7183  0.000
65 C -0.7966 -1.2454 2.4468  0.000
66 O -1.3031 -2.1222 3.5045  0.000
67 C -1.0339 -3.4709 3.4451  0.000
68 N 1.4485 -0.9501 1.4720  0.000
69 H 2.0176 0.8672 3.5602  0.000
70 H 0.9035 0.3556 4.5252  0.000
71 H 0.3016 1.2719 3.1499  0.004
72 H 1.2550 -1.6472 3.2708  0.001
73 H -1.1255 -1.5346 1.4487  0.000
74 H -1.4178 -0.3657 2.6152  0.000
75 H -1.5796 -3.9781 2.6494  0.000
76 H -1.2198 -3.8077 4.4650  0.000
77 H 0.0022 -3.6510 3.1585  0.000
78 H 1.3390 -1.8919 1.1239  0.000
79 H 2.4452 -0.9437 1.6351  0.000


- Look up the calculated total energy of the first one.
  -2120.7556 hartree


- Look up the 2S+1 of the first one.
  1


Copy entry 1 word for word.
ORCA calculation (ωB97M-V with the def2-TZVPD basis set) on C17H31ClI2N2Si in the gas phase in a non-equilibrium geometry.

Calculated total energy = -2120.7556 hartree
Orbital gap = 0.119 hartree
2S+1 = 1

Each line ends with the natural charge from an NBO analysis.
Atoms and positions in Å:
1 C -2.2341 -0.6495 3.6912  -0.087
2 C -1.4676 -0.4536 2.7926  -0.030
3 C -0.7621 -0.0759 1.6041  0.375
4 N 0.1783 0.7965 1.7793  -0.152
5 N 0.4654 1.3222 3.0253  -0.650
6 C 0.8598 1.2247 0.5261  -0.192
7 Cl -0.1121 2.7665 0.1695  -0.080
8 Si 2.6957 1.8298 0.6401  1.647
9 C 3.1455 3.1055 -0.7050  -1.104
10 C 3.1878 2.6274 2.2818  -1.111
11 C 3.9067 0.3794 0.3592  -1.123
12 C 0.4984 0.0220 -0.3649  -0.314
13 C 0.3679 0.1516 -1.8965  -0.361
14 I 1.2506 -1.7667 -2.6436  0.134
15 C 1.1570 1.3052 -2.5743  -0.449
16 C 0.9758 1.1734 -4.1338  -0.609
17 C -0.9242 -0.4569 0.1398  -0.252
18 C -1.3916 -1.8764 -0.2612  -0.253
19 C -2.1500 -1.9043 -1.6379  -0.619
20 C -2.3116 -2.5950 0.7547  -0.401
21 C -3.6713 -1.8409 1.0229  -0.414
22 C -4.8972 -2.6369 0.4843  -0.608
23 H -2.9408 -0.7778 4.4847  0.259
24 H 0.8300 0.6367 3.6722  0.394
25 H -0.2840 1.8854 3.4027  0.392
26 H 3.6411 2.6288 -1.5600  0.246
27 H 2.2660 3.6174 -1.1208  0.246
28 H 3.7783 3.8996 -0.2826  0.243
29 H 3.6719 1.9182 2.9648  0.241
30 H 3.9385 3.4000 2.0480  0.244
31 H 2.3645 3.1594 2.7773  0.246
32 H 3.3947 -0.5743 0.1602  0.262
33 H 4.5810 0.2620 1.2199  0.242
34 H 4.5592 0.5969 -0.4991  0.251
35 H 1.1956 -0.7753 -0.0468  0.269
36 H -0.6778 0.2698 -2.2088  0.201
37 H 0.7998 2.3125 -2.3293  0.203
38 H 2.2177 1.1454 -2.3291  0.201
39 H 1.8587 0.6966 -4.5625  0.225
40 H 0.0568 0.6104 -4.3463  0.208
41 H 0.8124 2.1868 -4.5344  0.200
42 H -1.7017 0.2548 -0.2085  0.262
43 H -0.5032 -2.5187 -0.3961  0.278
44 H -3.0901 -2.4571 -1.5011  0.209
45 H -1.5936 -2.4561 -2.3995  0.252
46 H -2.4456 -0.8960 -1.9570  0.196
47 H -1.8453 -2.7903 1.7303  0.206
48 H -2.5989 -3.5555 0.3097  0.227
49 H -3.8526 -1.6707 2.0869  0.197
50 H -3.6672 -0.9047 0.4402  0.192
51 H -5.0270 -2.4922 -0.5992  0.206
52 H -5.8393 -2.3163 0.9481  0.208
53 H -4.7789 -3.7212 0.6249  0.206
54 I 2.1126 -4.0226 -1.0426  -0.761